This record from OMol25 describes 3 unconnected molecules or ions with the total composition C34H47F25IN2O10P2 at a distorted geometry. The level of theory is ωB97M-V/def2-TZVPD.

XYZ file:
```
121
Properties=species:S:1:pos:R:3:forces:R:3:lowdin_charge:R:1
C -5.038 1.185 0.249 -0.6 -0.2 -0.7 -0.081
C -4.657 -0.380 0.106 -1.5 0.0 1.3 -0.272
O -3.219 -0.649 0.134 1.0 0.4 -3.3 -0.293
P -2.599 -0.841 -1.477 -1.1 -1.2 -1.2 0.751
O -2.750 -2.275 -2.024 0.2 3.4 1.6 -0.329
C -0.762 -0.286 -1.589 -0.2 0.8 1.3 -0.178
C 0.023 -0.686 -0.196 -1.7 -0.3 -0.1 -0.203
C 0.280 0.619 0.695 -0.4 -0.8 0.8 -0.128
C 1.672 1.410 0.442 -1.9 -1.1 -1.7 -0.346
C 1.425 2.307 -0.886 0.2 1.1 -0.8 -0.142
C 2.661 3.244 -1.318 0.0 1.2 -0.2 -0.093
C 2.267 4.209 -2.580 2.5 -2.6 0.6 -0.247
F 3.528 4.847 -2.954 -3.4 -0.9 0.8 0.033
F 1.957 3.303 -3.668 0.2 2.7 2.3 0.048
C 1.094 5.259 -2.251 -1.8 -0.4 -1.7 -0.177
F -0.155 4.598 -2.620 3.1 1.4 1.3 0.051
F 0.985 5.633 -0.875 0.6 -0.9 -3.4 0.078
C 1.185 6.546 -3.265 -2.6 0.2 -0.9 -0.151
F 1.571 6.166 -4.598 -0.7 0.9 4.1 0.097
F -0.192 7.010 -3.388 3.6 -1.1 0.2 0.058
C 2.019 7.789 -2.661 0.5 2.7 -1.5 -0.259
F 1.066 8.719 -2.122 3.2 -2.8 -0.8 0.092
F 3.052 7.435 -1.747 -3.2 1.0 -2.4 0.098
F 2.614 8.471 -3.794 -1.4 -2.0 3.4 0.079
C 2.887 0.355 0.330 0.2 -0.1 1.4 -0.544
I 3.386 -0.324 -1.678 -0.3 0.1 0.6 1.048
C 4.278 0.787 1.016 0.6 -1.3 0.9 -0.366
N 5.046 1.876 0.312 4.8 -2.7 -0.9 0.069
C 6.246 1.382 0.068 2.8 -0.1 -1.5 -0.176
O 7.408 0.988 -0.215 -7.8 2.7 2.0 0.143
C 4.128 1.210 2.574 -0.8 -1.7 -1.3 -0.395
C 4.539 -0.121 3.446 -0.6 0.6 0.3 -0.045
P 5.264 2.607 3.148 0.5 1.7 6.0 0.710
O 4.945 2.821 4.663 0.3 -0.9 -4.8 -0.330
O 4.994 4.115 2.382 1.7 -2.8 -0.1 -0.181
O 6.930 2.106 3.118 -3.0 1.7 -1.8 -0.157
C 2.557 1.474 2.817 1.0 -1.1 2.5 -0.079
N 1.890 2.262 1.701 1.8 0.4 -0.9 -0.043
C 0.731 3.101 2.126 -2.0 2.8 1.2 -0.127
C -0.165 2.603 3.355 -1.7 0.2 0.7 -0.169
C -0.203 3.648 4.621 0.0 0.1 -0.6 -0.151
C 1.248 4.038 5.187 -0.6 -0.2 0.8 -0.238
O 1.579 3.034 6.214 0.9 0.7 -1.1 -0.120
O -3.462 0.345 -2.412 1.8 -2.6 1.6 -0.312
C -3.845 -0.199 -3.716 -1.6 0.7 -1.3 -0.256
C -4.363 1.086 -4.594 0.6 0.5 0.8 -0.080
H -4.178 1.856 0.604 -1.1 -1.3 -0.4 0.079
H -5.924 1.285 0.981 1.5 -0.1 -1.1 0.086
H -5.396 1.579 -0.770 0.7 -0.5 1.6 0.078
H -5.111 -0.903 -0.809 0.5 1.0 1.3 0.122
H -5.098 -0.902 1.052 1.0 0.7 -1.7 0.126
H -0.829 0.877 -1.643 0.2 -2.1 -0.3 0.089
H -0.282 -0.749 -2.522 -1.0 0.7 1.3 0.101
H -0.760 -1.329 0.386 1.7 1.1 -0.8 0.093
H 0.915 -1.381 -0.367 -1.2 1.2 0.1 0.077
H -0.663 1.295 0.566 1.9 -1.0 0.2 0.138
H 0.241 0.286 1.814 0.2 0.5 -1.9 0.126
H 1.162 1.662 -1.820 0.6 0.8 2.0 0.101
H 0.504 3.018 -0.792 1.5 -1.4 0.3 0.122
H 3.606 2.692 -1.659 -1.6 0.7 0.5 0.084
H 2.994 3.962 -0.460 -0.6 -1.2 -1.4 0.133
H 2.532 -0.597 0.903 0.8 1.7 -1.1 0.112
H 4.960 -0.160 1.000 -1.6 1.4 0.1 0.143
H 4.329 0.082 4.567 0.6 -0.3 -1.9 0.114
H 3.820 -0.967 3.109 1.4 1.3 0.4 0.106
H 5.652 -0.397 3.265 -2.0 0.5 0.4 0.114
H 5.788 4.326 1.825 -1.1 0.0 0.4 0.085
H 7.425 2.656 2.463 -0.2 -0.7 0.6 0.079
H 2.469 1.990 3.848 -0.2 -0.5 -1.8 0.137
H 2.073 0.424 2.964 0.6 2.0 -0.6 0.155
H 2.634 2.944 1.401 -0.7 -0.5 0.4 0.159
H -0.003 3.394 1.270 1.8 -1.0 1.2 0.146
H 1.179 4.130 2.454 -0.6 -1.9 -0.6 0.154
H 0.019 1.541 3.742 0.1 1.6 -0.7 0.115
H -1.275 2.592 2.990 2.0 -0.2 0.5 0.126
H -0.869 3.184 5.458 1.4 0.8 -1.4 0.138
H -0.774 4.597 4.263 1.2 -1.5 0.6 0.126
H 2.080 4.036 4.395 -1.3 0.2 1.0 0.097
H 1.193 5.067 5.695 0.2 -1.4 -0.9 0.132
H 2.558 3.059 6.387 -1.3 0.1 -0.3 0.099
H -2.965 -0.743 -4.216 -1.5 0.8 0.8 0.113
H -4.762 -0.891 -3.537 1.9 0.9 -0.5 0.132
H -4.061 1.014 -5.700 -0.7 -0.1 1.7 0.081
H -3.842 2.044 -4.181 -0.8 -1.8 -0.7 0.082
H -5.498 1.278 -4.447 2.0 -0.6 -0.4 0.085
C -3.508 -3.173 2.518 -0.3 0.9 0.0 -0.056
C -2.207 -3.993 2.407 -0.3 0.2 1.0 -0.423
C -2.316 -5.308 1.635 0.3 -0.7 -0.5 -0.295
F -3.184 -6.169 2.198 0.2 0.2 0.0 0.099
F -1.113 -5.942 1.611 0.1 0.4 0.1 0.090
F -1.704 -4.193 3.650 0.0 -0.1 -0.3 0.129
F -1.293 -3.204 1.758 -0.1 -0.2 -0.3 0.080
O -4.255 -3.312 3.733 0.0 -1.5 -0.3 0.033
C -5.146 -4.411 3.811 0.0 1.5 -1.0 -0.496
C -4.750 -5.420 4.896 0.2 -0.6 0.7 -0.274
F -3.508 -5.912 4.692 -0.2 0.3 -0.1 0.094
F -5.595 -6.480 4.902 -0.1 0.4 -0.3 0.103
F -5.275 -4.972 2.592 -0.2 -0.2 0.5 0.136
F -6.359 -3.884 4.107 0.3 -0.3 0.3 0.145
H -3.204 -2.121 2.515 0.1 -0.2 0.1 0.136
H -4.144 -3.276 1.634 0.2 -0.3 0.1 0.141
H -2.620 -5.134 0.599 0.0 0.2 0.0 0.175
H -4.770 -4.957 5.886 -0.1 0.2 -0.2 0.177
C 0.560 -5.443 -3.312 0.5 -0.5 0.6 -0.045
C 0.496 -4.109 -4.082 0.4 -0.8 -0.7 -0.425
C -0.907 -3.540 -4.301 -0.6 0.4 0.1 -0.307
F -1.692 -4.361 -5.024 0.2 0.2 0.0 0.099
F -0.840 -2.370 -4.995 0.3 0.2 0.1 0.077
F 1.162 -4.242 -5.255 -0.3 0.1 0.2 0.129
F 1.206 -3.191 -3.353 -0.3 0.2 0.3 0.066
O 0.680 -6.637 -4.095 -1.3 0.5 -0.7 0.035
C -0.522 -7.191 -4.601 0.7 0.2 1.7 -0.496
C -0.587 -7.165 -6.133 0.0 -0.1 -0.9 -0.273
F -0.477 -5.909 -6.618 0.1 -0.2 0.3 0.094
F -1.772 -7.653 -6.575 0.1 -0.1 0.5 0.101
F -1.576 -6.583 -4.019 -0.1 -0.4 -0.4 0.133
F -0.548 -8.474 -4.170 0.0 0.2 -0.6 0.146
H 1.490 -5.413 -2.734 0.0 0.1 -0.3 0.148
H -0.228 -5.529 -2.558 -0.1 0.1 -0.3 0.145
H -1.404 -3.333 -3.349 0.1 -0.1 0.1 0.130
H 0.217 -7.766 -6.568 0.0 0.0 0.3 0.177
```
Positions in Å, forces in eV/Å.

Calculated values
- total charge = +1
- calculated total energy (Eh) = -5662.32279
- molecular weight (g/mol) = 1307.556

This record from OMol25 describes a gas-phase ion, C34H47N2O5S (charge +1) at a distorted geometry. The level of theory is ωB97M-V/def2-TZVPD.

XYZ file:
```
89
Properties=species:S:1:pos:R:3:forces:R:3:lowdin_charge:R:1
C -5.113 -4.429 0.850 0.1 -0.2 -0.2 -0.113
O -5.197 -5.128 -0.376 -0.2 0.2 0.1 -0.196
C -5.133 -4.248 -1.497 0.2 -0.4 0.4 -0.221
C -3.751 -4.279 -2.166 -0.4 0.0 0.1 -0.170
C -3.123 -2.893 -2.317 0.4 -0.7 0.1 -0.221
C -2.116 -2.831 -3.459 -0.9 0.3 -0.3 -0.212
C -1.675 -1.406 -3.820 0.9 -0.7 -0.3 -0.193
C -0.312 -1.002 -3.235 -0.7 1.0 0.4 -0.202
C 0.530 -0.183 -4.214 0.1 -0.9 0.2 -0.206
C 1.712 0.521 -3.569 0.0 0.6 -0.3 -0.173
C 1.352 1.892 -2.900 0.6 -1.1 -0.2 -0.093
C 1.074 1.722 -1.444 -0.7 0.5 -0.3 -0.169
C -0.222 1.841 -0.957 0.3 0.0 0.3 0.056
C -0.532 1.659 0.381 -0.1 -0.4 0.1 -0.125
C -1.958 1.868 0.808 0.2 1.0 -0.3 -0.105
C -2.246 3.382 0.862 0.0 0.4 0.3 -0.185
C -1.404 4.110 1.925 -0.5 -0.3 -0.8 -0.216
S -2.286 5.417 2.738 0.7 -0.2 1.9 0.578
O -1.340 6.317 3.309 0.1 0.2 -0.7 -0.257
O -3.208 4.811 3.656 -0.5 -0.1 -0.7 -0.273
O -3.101 6.105 1.571 -0.1 0.0 -0.1 -0.137
C 0.504 1.299 1.261 0.4 0.2 -0.2 -0.112
C 0.348 0.997 2.723 -0.1 -0.6 0.1 -0.114
C -0.639 -0.159 3.041 0.5 1.2 -0.1 -0.075
C -0.008 -1.336 3.736 0.1 0.0 -0.5 -0.429
O -0.682 -2.081 4.365 -0.5 -0.6 0.7 0.164
N 1.422 -1.536 3.590 0.1 0.1 0.0 0.077
C 1.694 -2.757 2.897 0.2 -0.3 -0.4 -0.269
C 2.209 -3.879 3.531 0.1 -0.3 0.0 -0.018
C 2.427 -5.051 2.812 -0.1 -0.1 -0.4 -0.066
C 2.138 -5.127 1.452 -0.1 0.6 0.3 -0.080
C 1.647 -3.992 0.813 0.0 0.0 0.2 -0.082
C 1.432 -2.820 1.526 0.0 0.0 0.2 -0.037
C 1.776 1.217 0.728 -0.6 0.1 0.3 0.059
N 2.054 1.439 -0.572 0.1 -0.5 0.1 0.034
C 3.489 1.357 -0.942 0.5 0.6 0.2 -0.049
C 4.231 2.532 -0.336 -0.2 0.1 -0.1 -0.218
C 5.253 2.343 0.588 -0.2 0.5 -0.1 -0.033
C 5.872 3.465 1.134 -0.1 0.2 0.0 -0.060
C 5.478 4.749 0.774 -0.1 -0.2 -0.1 -0.063
C 4.459 4.942 -0.156 0.1 -0.7 0.2 -0.054
C 3.844 3.823 -0.703 0.2 0.2 0.2 -0.035
H -5.954 -3.745 0.973 0.0 0.2 0.0 0.086
H -4.166 -3.885 0.890 0.0 0.2 0.2 0.082
H -5.154 -5.141 1.668 0.1 -0.2 0.0 0.087
H -5.371 -3.234 -1.169 -0.1 0.1 0.0 0.106
H -5.914 -4.579 -2.175 -0.1 0.1 -0.2 0.121
H -3.860 -4.763 -3.136 0.1 0.0 -0.2 0.109
H -3.131 -4.939 -1.562 0.2 0.0 0.0 0.120
H -2.617 -2.654 -1.378 -0.2 0.3 0.1 0.112
H -3.929 -2.181 -2.489 0.1 0.3 0.0 0.108
H -2.630 -3.237 -4.331 0.0 -0.1 -0.1 0.110
H -1.271 -3.492 -3.278 0.2 0.0 0.1 0.114
H -2.450 -0.690 -3.557 -0.1 0.1 0.0 0.110
H -1.566 -1.368 -4.905 -0.1 0.1 -0.1 0.107
H 0.235 -1.861 -2.854 0.1 -0.1 -0.1 0.112
H -0.514 -0.357 -2.374 0.1 -0.2 0.2 0.088
H -0.114 0.499 -4.768 0.0 0.3 0.1 0.118
H 0.918 -0.882 -4.957 0.0 0.0 -0.2 0.121
H 2.205 -0.120 -2.840 -0.1 -0.3 0.1 0.107
H 2.454 0.708 -4.343 0.1 0.2 0.0 0.117
H 2.187 2.564 -3.063 0.0 0.3 0.1 0.110
H 0.480 2.282 -3.411 -0.1 0.3 0.1 0.125
H -1.022 2.080 -1.639 0.0 0.0 -0.2 0.141
H -2.613 1.463 0.042 -0.1 -0.4 0.1 0.133
H -2.178 1.457 1.784 -0.1 -0.3 0.0 0.111
H -2.072 3.841 -0.108 0.0 0.0 -0.1 0.118
H -3.292 3.557 1.099 -0.2 -0.3 -0.1 0.115
H -0.472 4.494 1.529 0.2 0.1 0.1 0.116
H -1.224 3.415 2.735 0.2 0.1 0.4 0.089
H -3.998 6.236 1.920 -0.1 0.1 -0.2 0.113
H 0.096 1.871 3.316 -0.1 0.2 -0.1 0.116
H 1.320 0.671 3.083 0.1 0.1 0.0 0.099
H -1.153 -0.470 2.135 0.0 -0.4 0.0 0.123
H -1.403 0.212 3.718 -0.2 -0.2 0.0 0.128
H 1.794 -1.588 4.534 0.1 -0.1 0.0 0.136
H 2.449 -3.870 4.585 -0.1 0.1 0.1 0.115
H 2.806 -5.939 3.294 0.1 0.0 0.2 0.107
H 2.280 -6.036 0.891 0.1 -0.1 0.0 0.104
H 1.436 -4.033 -0.245 -0.1 0.1 -0.1 0.098
H 1.059 -1.924 1.045 0.0 0.0 -0.2 0.096
H 2.601 0.980 1.380 0.3 0.0 -0.1 0.155
H 3.605 1.365 -2.016 -0.2 -0.1 -0.1 0.118
H 3.896 0.425 -0.564 -0.1 -0.2 0.0 0.140
H 5.545 1.347 0.884 0.1 -0.1 0.0 0.115
H 6.657 3.365 1.869 0.1 -0.2 0.0 0.110
H 5.968 5.595 1.229 0.0 0.1 0.0 0.110
H 4.134 5.931 -0.433 0.0 0.2 -0.1 0.109
H 3.043 3.969 -1.417 -0.1 0.0 -0.1 0.104
```
Positions in Å, forces in eV/Å.

Calculated values
- total charge = +1
- SMILES = COCCCCCCCCCc1cc(CCCS(=O)(=O)O)c(CCC(=O)Nc2ccccc2)c[n+]1Cc1ccccc1
- calculated total energy (Eh) = -2207.42149
- molecular weight (g/mol) = 595.826